# 1
C32H34BrLaN3O5SSe as an isolated structure at a distorted geometry. Source: the Open Molecules 2025 dataset; level of theory: ωB97M-V with the def2-TZVPD basis set.

Atoms and positions in Å:
La (0.09642, 1.46620, -0.52099)
O (3.06082, 1.55613, 4.92366)
C (1.85947, 1.62138, 4.26807)
C (0.65507, 1.74399, 4.94225)
C (-0.49673, 1.79499, 4.16256)
N (-0.52166, 1.73775, 2.84503)
C (0.65773, 1.61975, 2.14779)
Br (3.05390, 1.48413, -1.07682)
C (1.84620, 1.56272, 2.88108)
H (2.88689, 1.60942, 5.86643)
H (0.59394, 1.79702, 6.02384)
H (-1.45924, 1.88776, 4.66558)
H (2.78502, 1.47453, 2.34193)
S (0.61388, 3.88405, -4.87730)
C (0.96295, 2.27318, -5.31405)
C (1.23446, 1.48233, -4.23080)
C (1.08918, 2.23070, -3.05325)
C (0.80511, 3.55349, -3.18053)
C (0.60344, 4.55299, -2.12905)
C (0.25741, 5.87176, -2.40731)
C (0.06206, 6.73503, -1.34600)
C (0.21261, 6.27377, -0.04724)
C (0.54177, 4.94334, 0.14029)
N (0.73859, 4.10684, -0.87644)
H (0.94588, 1.98172, -6.35252)
H (1.47993, 0.43253, -4.26723)
H (0.11860, 6.20664, -3.42552)
H (-0.22051, 7.76284, -1.53596)
H (0.05919, 6.91700, 0.80758)
H (0.65294, 4.50713, 1.12699)
C (-4.51660, -4.01068, 0.35239)
C (-3.73318, -2.74619, 0.58427)
C (-4.35904, -1.61971, 1.12664)
C (-3.66532, -0.43318, 1.34668)
C (-4.33996, 0.78860, 1.89596)
C (-2.32895, -0.38526, 1.00528)
C (-1.63771, -1.50032, 0.45920)
C (-2.39384, -2.69330, 0.26642)
N (-0.35589, -1.26099, 0.13445)
C (0.70338, -2.21767, -0.15705)
C (0.39552, -3.72074, -0.09836)
C (1.66527, -4.54327, -0.34892)
C (2.19082, -4.22312, -1.75100)
C (2.51977, -2.73209, -1.83417)
C (3.59014, -2.39063, -0.79262)
C (3.06622, -2.72192, 0.60727)
C (2.73074, -4.21052, 0.69457)
C (1.80531, -1.90281, 0.88184)
C (1.25637, -1.90392, -1.56003)
H (-5.58828, -3.83032, 0.43223)
H (-4.25150, -4.77794, 1.08364)
H (-4.32101, -4.42129, -0.63927)
H (-5.41565, -1.66944, 1.36902)
H (-5.19363, 0.52056, 2.52104)
H (-4.67680, 1.41205, 1.06567)
H (-3.63316, 1.37667, 2.48260)
H (-1.80608, 0.53137, 1.25016)
H (-1.93444, -3.55989, -0.17689)
H (-0.32539, -3.98656, -0.87504)
H (-0.04086, -3.97861, 0.87140)
H (1.40783, -5.60556, -0.28765)
H (1.43892, -4.49132, -2.50076)
H (3.08620, -4.81681, -1.96293)
H (2.88982, -2.48400, -2.83318)
H (3.84246, -1.33084, -0.85589)
H (4.49996, -2.96539, -0.99739)
H (3.82284, -2.46189, 1.35259)
H (2.36359, -4.45752, 1.69619)
H (3.62775, -4.81373, 0.51851)
H (2.03190, -0.83398, 0.84879)
H (1.41258, -2.10837, 1.88266)
H (0.48251, -2.10918, -2.30654)
H (1.52958, -0.84434, -1.63785)
O (-1.72410, 0.92136, -1.92509)
Se (-2.70073, 2.25432, -1.57259)
O (-4.18823, 1.75357, -1.20416)
O (-1.87795, 2.76183, -0.18620)
O (-2.52649, 3.37182, -2.72796)

LUMO (alpha / beta)	1.01 / 1.07	eV
total charge	-1
multiplicity	1

# 2
C4H11FNORb as an isolated structure at a distorted geometry. Source: the Open Molecules 2025 dataset; level of theory: ωB97M-V with the def2-TZVPD basis set.

Atoms and positions in Å:
Rb (-0.26593, 1.89069, 3.10274)
F (-1.57604, 0.68569, 5.32392)
C (-0.24714, -0.82007, 0.93376)
C (1.00818, -0.32058, 0.07610)
C (0.59818, 0.33601, -1.21504)
O (-0.07232, -0.46253, -2.11207)
C (-1.51568, -0.35709, -2.23545)
N (1.80303, 0.66894, 0.82539)
H (-0.95284, 0.01051, 0.94864)
H (-0.11489, -1.13341, 1.96934)
H (-0.66173, -1.65753, 0.37262)
H (1.66354, -1.09546, -0.32160)
H (1.47700, 0.83548, -1.62285)
H (-0.04495, 1.19541, -1.02556)
H (-2.00888, -1.07828, -2.88716)
H (-1.67061, 0.60912, -2.71560)
H (-2.02668, -0.44832, -1.27698)
H (2.07420, 0.18858, 1.67145)
H (2.53357, 0.95286, 0.18836)

LUMO	-0.49	eV
multiplicity	1

# 3
C31H17Cl5N4O5Ti as an isolated structure at a distorted geometry. Source: the Open Molecules 2025 dataset; level of theory: ωB97M-V with the def2-TZVPD basis set.

Atoms and positions in Å:
Ti (0.10784, 0.14992, -0.46231)
O (2.70065, 3.18263, -1.54869)
C (2.04189, 2.15255, -1.36971)
N (0.74055, 1.96889, -1.20950)
C (-0.22531, 2.97797, -1.36077)
C (-0.01748, 4.19690, -1.99432)
C (-1.07252, 5.08786, -2.17124)
C (-2.33299, 4.75698, -1.70696)
C (-2.55570, 3.54622, -1.05761)
C (-1.51106, 2.64167, -0.85218)
N (-1.58579, 1.45838, -0.10267)
C (-2.76013, 1.04546, 0.40480)
O (-3.90862, 1.34161, 0.05583)
C (-2.64430, 0.12958, 1.61315)
C (-3.59987, -0.86834, 1.78652)
C (-3.48541, -1.71756, 2.86824)
C (-2.43951, -1.52386, 3.76183)
C (-1.57329, -0.46666, 3.53129)
N (-1.66578, 0.34828, 2.48578)
C (2.77439, 0.80975, -1.42931)
C (4.13632, 0.75514, -1.66294)
C (4.71698, -0.48173, -1.89832)
C (3.92068, -1.61648, -1.89769)
C (2.57507, -1.47491, -1.59159)
N (2.03059, -0.29318, -1.33774)
H (0.97606, 4.43943, -2.33897)
H (-0.90057, 6.03307, -2.67453)
H (-3.16305, 5.44126, -1.84937)
H (-3.54248, 3.28761, -0.70949)
H (-4.38692, -0.96466, 1.05141)
H (-4.19140, -2.52808, 3.01121)
H (-2.29772, -2.17138, 4.61818)
H (-0.75305, -0.26901, 4.21699)
H (4.68584, 1.68558, -1.68260)
H (5.78059, -0.56091, -2.09043)
H (4.32885, -2.59691, -2.10146)
H (1.90754, -2.32620, -1.52306)
Cl (-3.05321, -5.75370, -3.70522)
C (-2.31055, -4.22917, -3.21075)
C (-1.89777, -3.34658, -4.19793)
C (-1.32330, -2.13500, -3.77954)
Cl (-0.81786, -1.00288, -5.01349)
C (-1.15106, -1.77742, -2.44963)
O (-0.65703, -0.61703, -2.10676)
C (-1.54364, -2.75005, -1.44735)
C (-1.32163, -2.50095, -0.08931)
O (-0.70746, -1.48560, 0.40998)
C (-2.15419, -3.96540, -1.87369)
H (-2.01861, -3.56916, -5.24693)
H (-1.69462, -3.24795, 0.62159)
H (-2.47814, -4.68516, -1.13186)
Cl (4.10917, 0.16516, 6.26737)
C (3.22805, 0.23571, 4.75001)
C (3.13707, -0.89465, 3.96025)
C (2.44074, -0.83185, 2.76663)
Cl (2.35087, -2.26477, 1.78612)
C (1.80322, 0.34063, 2.29867)
O (1.13802, 0.41714, 1.21626)
C (1.94831, 1.46400, 3.15800)
Cl (1.21553, 2.94818, 2.65136)
C (2.63692, 1.42199, 4.35410)
H (3.60093, -1.82252, 4.26437)
H (2.70931, 2.31015, 4.96597)

LUMO (alpha / beta)	3.96 / 3.96	eV
total charge	-2
multiplicity	3

Ordered energy above the lowest of the compared OMol25 structures with the same formula, charge and spin results: 40.6; 0.0; 24.9; unit kcal/mol.